# 1
C4H3ClO2S in the gas phase, computed with the ωB97M-V functional and the def2-TZVPD basis.

Summary:
SMILES string: O=C[C@H](Cl)C(=O)C=S
gap between HOMO and LUMO: 7.975 eV
ΔE to the lowest compared entry with this formula, charge and spin: 245.3 kJ/mol

Geometry as XYZ:
```
11
Properties=species:S:1:pos:R:3:mulliken_charge:R:1
H 2.39 -0.51 1.43 0.25
C 0.07 -0.92 0.52 0.58
Cl -2.41 -0.64 -0.84 -0.16
C -0.69 -0.22 -0.49 0.03
C -0.88 1.24 0.03 -0.06
H -1.77 1.78 -0.45 0.33
O -0.41 -1.68 1.25 -0.44
H -0.21 0.07 -1.45 0.29
O -0.06 1.85 0.67 -0.42
S 2.37 -0.35 -1.03 -0.15
C 1.61 -0.62 0.37 -0.25
```

# 2
C5H8N2O in the gas phase, computed with the ωB97M-V functional and the def2-TZVPD basis.

Summary:
SMILES string: C#COC(N)(N)C=C
gap between HOMO and LUMO: 9.824 eV
ΔE to the lowest compared entry with this formula, charge and spin: 403.2 kJ/mol

Geometry as XYZ:
```
16
Properties=species:S:1:pos:R:3:mulliken_charge:R:1
H 2.47 -0.97 -2.60 0.40
H -1.18 1.07 2.02 0.28
H -2.25 -1.20 -1.74 0.28
C -0.03 0.09 0.68 1.18
H -0.23 2.10 0.67 0.28
H 0.35 0.74 2.53 0.26
O 1.11 -0.77 0.72 -0.47
H -1.84 -1.16 0.61 0.31
N -0.45 0.38 2.02 -0.84
N 0.30 1.40 0.18 -0.72
C 2.14 -0.97 -1.59 -0.03
H -0.77 -0.13 -2.06 0.30
C -1.42 -0.62 -1.35 -0.66
C 1.69 -0.91 -0.48 -0.16
C -1.17 -0.59 -0.03 -0.66
H 1.28 1.55 0.42 0.25
```

# 3
A gas-phase ion, C3H6IN4 (charge +1), computed with the ωB97M-V functional and the def2-TZVPD basis.

Summary:
total charge: +1
gap between HOMO and LUMO (alpha / beta): 6.602 / 6.697 eV
ΔE to the lowest compared entry with this formula, charge and spin: 574.2 kJ/mol

Geometry as XYZ:
```
14
Properties=species:S:1:pos:R:3:mulliken_charge:R:1
N -2.23 1.10 0.09 -0.71
H 0.42 -2.81 0.30 0.27
C -0.01 1.84 0.13 -0.16
H -2.66 0.55 -0.62 0.27
N 0.84 -0.85 -0.13 0.60
I 3.72 0.14 0.04 0.31
C -0.44 -0.47 -0.04 0.02
C 1.79 -0.02 -0.65 -0.40
H -2.44 2.08 0.20 0.27
H -1.21 -1.13 -0.07 0.45
H -0.15 2.96 0.09 0.26
H 2.03 -2.12 0.60 0.22
N -0.83 0.91 -0.02 0.35
N 1.17 -2.17 0.08 -0.75
```

# 4
A molecular structure, C16H48BF4O16Tl, computed with the ωB97M-V functional and the def2-TZVPD basis.

Summary:
total charge: +2
gap between HOMO and LUMO: 1.796 eV
ΔE to the lowest compared entry with this formula, charge and spin: 0.0 kJ/mol

Geometry as XYZ:
```
86
Properties=species:S:1:pos:R:3:mulliken_charge:R:1
C 8.05 20.95 15.88 -0.59
H 7.09 19.89 17.14 0.31
H 7.85 16.11 15.96 -0.04
H 7.62 20.36 19.98 0.33
O 4.69 19.67 22.41 -0.56
H 7.55 21.31 14.95 0.28
H 13.73 18.08 16.94 0.29
H 10.73 18.08 17.32 -0.57
H 7.14 15.38 13.97 0.37
O 9.63 16.63 13.74 -0.58
C 12.72 18.07 16.51 -0.49
H 9.38 20.04 21.10 0.09
H 3.88 15.81 22.21 0.32
H 3.07 20.43 17.04 0.28
H 12.66 18.82 15.72 0.35
H 10.13 14.65 14.27 0.29
H 7.93 15.51 23.30 0.44
O 0.79 20.75 15.91 -0.47
C 11.73 18.29 17.69 0.63
H 4.57 18.94 16.41 0.36
H 2.25 18.87 16.90 0.30
H 7.71 18.33 22.63 0.13
H 2.47 21.15 14.83 0.27
C 4.43 13.24 19.36 -0.49
C 8.64 20.65 21.63 0.02
H 1.71 19.58 14.50 0.36
C 9.28 15.18 13.82 -0.38
O 4.80 16.01 21.98 -0.63
O 7.92 15.15 15.83 -0.19
C 7.98 14.88 14.46 -0.60
H 9.66 20.10 14.93 0.51
H 12.42 18.22 19.44 0.38
O 3.93 19.15 15.71 -0.38
H 10.42 16.75 13.21 0.28
B 7.11 17.59 18.37 -0.34
H 3.83 13.51 20.24 0.28
H 4.04 12.31 18.95 0.37
H 4.87 14.20 16.61 0.25
H 9.17 14.81 12.79 0.37
H 0.04 20.70 15.30 0.34
C 4.82 17.39 21.62 0.48
O 7.46 20.72 20.87 -0.47
H 5.70 17.59 21.02 -0.42
H 8.77 21.81 15.94 0.39
O 12.03 17.60 18.81 -0.45
O 12.49 16.81 15.95 -0.44
C 8.32 20.13 23.01 -0.49
H 9.31 16.77 21.76 -0.22
H 8.65 14.00 22.75 0.25
H 7.94 13.80 14.32 0.37
O 7.20 20.85 16.94 -0.46
H 5.62 18.24 23.47 0.21
F 6.61 16.33 18.90 0.19
O 5.33 14.17 17.46 -0.41
C 9.65 15.72 21.84 -0.03
C 8.86 19.75 15.62 -0.12
H 11.82 19.37 17.91 0.43
H 9.09 21.65 21.70 0.36
H 6.50 15.24 21.87 0.08
C 1.96 20.30 15.29 -0.51
C 4.72 18.33 22.83 -0.36
H 8.66 17.99 14.75 0.20
H 4.01 17.54 20.89 0.40
H 5.72 12.50 20.61 0.23
F 6.01 18.14 17.62 -0.27
H 10.70 14.61 20.68 0.26
F 7.47 18.46 19.44 0.07
H 8.85 20.63 23.82 0.42
O 9.92 15.19 20.60 -0.30
H 4.68 15.28 19.04 -0.27
H 7.28 20.41 23.29 0.24
O 7.34 14.94 21.42 -0.12
H 9.34 19.42 16.55 0.08
H 3.39 14.51 18.10 0.53
O 8.13 18.80 14.90 -0.40
H 12.04 16.85 15.10 0.28
C 4.40 14.38 18.48 -0.02
O 8.48 18.71 23.10 -0.40
C 2.80 19.63 16.32 -0.09
Tl 8.04 13.93 18.55 0.94
C 8.36 15.03 22.42 -0.45
H 5.48 19.96 21.92 0.28
O 5.78 13.09 19.85 -0.41
H 10.47 15.53 22.52 0.54
H 3.84 18.15 23.44 0.35
F 8.23 17.31 17.55 -0.37
```

# 5
A molecular structure, C5H14Br3NO2V, computed with the ωB97M-V functional and the def2-TZVPD basis.

Summary:
gap between HOMO and LUMO (alpha / beta): 7.499 / 7.583 eV
⟨S²⟩: 0.766
ΔE to the lowest compared entry with this formula, charge and spin: 753.8 kJ/mol
spin multiplicity: 2

Geometry as XYZ:
```
26
Properties=species:S:1:pos:R:3:lowdin_spin:R:1
H -25.78 11.29 6.79 0.00
H -27.60 10.26 8.66 0.00
H -24.38 8.23 8.16 0.00
H -26.40 6.53 8.58 0.00
H -26.72 10.51 10.19 0.00
C -25.30 8.52 8.68 0.00
C -26.68 10.66 9.11 0.00
H -23.30 10.41 8.81 0.00
H -24.45 10.08 6.52 0.00
C -26.53 7.61 8.45 0.00
N -25.42 10.00 8.40 0.00
O -26.04 6.20 7.18 -0.10
H -26.25 9.61 6.41 0.00
O -27.47 7.89 9.53 0.00
Br -23.85 4.98 4.81 -0.01
Br -27.03 4.97 5.11 0.04
H -24.96 8.54 9.72 0.00
C -24.26 10.87 9.03 0.00
H -27.12 7.80 7.55 0.00
H -26.57 11.67 8.73 0.00
H -24.32 11.17 10.08 0.00
H -28.09 7.15 9.61 0.00
V -25.08 5.60 6.05 1.04
C -25.48 10.24 6.85 0.00
Br -25.47 7.66 5.45 0.03
H -24.26 11.82 8.50 0.00
```

# 6
2 unconnected molecules or ions with the total composition C5H12NO2, computed with the ωB97M-V functional and the def2-TZVPD basis.

Summary:
total charge: -1
gap between HOMO and LUMO: 6.513 eV
ΔE to the lowest compared entry with this formula, charge and spin: 318.2 kJ/mol

Geometry as XYZ:
```
20
Properties=species:S:1:pos:R:3:mulliken_charge:R:1
N 1.16 -0.36 0.84 -0.38
H 1.74 0.54 -1.75 0.36
H 0.49 0.29 -2.56 0.33
C -1.14 0.94 -0.56 -0.04
H -1.57 1.98 -2.35 0.29
H 1.31 0.86 2.56 0.17
H -2.09 -0.90 0.10 0.32
H -0.38 1.65 -0.28 0.34
H 0.29 -1.36 -0.74 0.40
C -1.68 1.07 -1.77 -0.96
H -0.19 -1.98 0.86 0.37
C -1.24 -0.24 0.33 -0.64
H -1.29 0.04 1.37 0.36
H -2.35 0.37 -2.28 0.30
H 2.17 -0.67 2.67 0.22
O 0.13 -0.78 2.97 -0.81
O 1.39 0.65 -2.65 -0.71
C 0.05 -1.09 0.30 -0.72
C 1.17 -0.24 2.40 -0.45
H 2.04 -0.77 0.54 0.26
```

# 7
2 unconnected molecules or ions with the total composition C4H10NO5PS, computed with the ωB97M-V functional and the def2-TZVPD basis.

Summary:
total charge: -2
gap between HOMO and LUMO (alpha / beta): 6.637 / 6.614 eV
ΔE to the lowest compared entry with this formula, charge and spin: 520.2 kJ/mol

Geometry as XYZ:
```
22
Properties=species:S:1:pos:R:3:mulliken_charge:R:1
H -0.97 -2.47 0.93 0.28
C -0.94 -0.30 0.25 -1.08
P 2.86 0.97 0.40 0.66
C 0.39 0.51 -0.27 0.55
C -0.42 -1.78 0.25 -0.80
H -1.18 0.18 1.19 0.40
H -0.38 2.59 0.11 0.27
O 2.29 -1.31 -1.35 -0.65
O 3.22 -1.82 0.95 -0.65
S 3.37 -1.05 -0.30 0.88
O 4.70 -1.14 -0.90 -0.70
H 1.44 -0.39 1.32 0.43
H 0.66 -1.71 0.40 0.23
H -0.38 1.96 -1.55 0.37
O 3.65 1.09 1.66 -0.69
C 0.16 1.99 -0.60 -1.23
H 0.83 -0.01 -1.13 0.28
H 1.05 2.57 -0.58 0.31
H -1.71 -0.14 -0.45 0.45
O 2.82 3.13 -0.84 -0.89
H -0.75 -2.17 -0.69 0.28
N 1.27 0.48 0.86 -0.70
```

# 8
4 unconnected molecules or ions with the total composition C13H24BIN3O5P, computed with the ωB97M-V functional and the def2-TZVPD basis.

Summary:
total charge: +2
gap between HOMO and LUMO: 4.895 eV

Geometry as XYZ:
```
48
Properties=species:S:1:pos:R:3:mulliken_charge:R:1
C -2.60 0.21 1.04 1.25
H 3.49 -2.24 -0.87 0.33
B 3.06 -0.92 0.48 0.08
H -2.95 0.74 -1.01 0.45
N -5.33 0.59 1.33 0.15
H 4.80 0.92 -3.40 0.26
H -2.20 -3.39 5.35 0.33
H 3.38 0.24 -2.56 -0.24
C -2.48 -2.63 4.63 -0.68
H 4.18 -0.68 -3.85 0.26
C -0.29 0.07 2.02 -1.05
H 6.58 2.79 -6.54 0.26
C 1.05 -0.21 1.87 -0.13
C -4.57 0.26 2.39 -0.36
H 1.71 -0.14 2.72 0.40
H -2.66 -0.21 3.17 0.01
C -3.39 0.58 -0.04 -0.98
H 4.61 2.24 -5.42 0.31
H 6.77 2.85 -4.77 0.24
O 3.43 -1.28 -0.79 -0.41
H -5.35 1.05 -0.70 0.63
H -0.69 -2.35 3.93 0.28
C 3.90 0.31 -3.52 -0.03
H 4.77 -1.46 1.37 0.28
C -4.74 0.76 0.14 -0.35
N 3.99 -0.84 1.53 -0.33
O -7.66 0.29 0.09 -0.40
H -5.07 0.13 3.34 0.38
H -1.21 -0.54 -1.16 0.42
I -7.78 -0.88 3.12 0.12
C -1.14 -0.05 0.93 1.40
O -1.37 -1.78 4.31 -0.45
H 3.64 -1.04 2.46 0.26
O 3.04 0.88 -4.50 -0.57
H 6.49 4.34 -5.69 0.22
H -3.25 -2.00 5.07 0.24
C -3.21 0.06 2.28 -0.68
O 4.83 3.17 -5.47 -0.48
H -0.66 0.37 2.98 0.57
C 0.77 -0.68 -0.38 -0.34
H 2.80 1.76 -4.20 0.32
C -0.59 -0.43 -0.29 -1.07
P -7.16 0.85 1.51 0.21
H -7.04 -0.32 -0.34 0.38
C 6.24 3.28 -5.62 -0.53
H -2.88 -3.10 3.73 0.31
H 1.18 -0.97 -1.33 0.56
N 1.58 -0.59 0.69 0.18
```

| no. | F_max (eV Å⁻¹) | E_tot (eV) |
| --- | --- | --- |
| 1 | 4.6 | -31646.28810 |
| 2 | 2.8 | -10338.54720 |
| 3 | 4.3 | -17253.76205 |
| 4 | 2.5 | -66350.78356 |
| 5 | 19.9 | -246804.70263 |
| 6 | 1.0 | -10963.69261 |
| 7 | 3.6 | -36158.26480 |
| 8 | 1.8 | -46631.60959 |